1.
ORCA calculation (ωB97M-V/def2-TZVPD) on a molecular structure, C15H7F5IrN3S2.

Summary:
strongest force on any atom: 1.52 eV/A
<S²>: 6.0146
spin multiplicity: 5
LUMO (alpha / beta): -0.64 / -3.15 eV
gap between HOMO and LUMO (alpha / beta): 7.92 / 5.46 eV

Geometry (Å):
1 H -1.1750 -2.8022 2.4764
2 S 2.4207 -0.7360 -0.1771
3 H -2.4145 4.4501 -0.4793
4 C 2.2143 -0.9052 4.9315
5 H 3.1533 -0.4427 2.4985
6 Ir 0.5246 -0.7333 -1.6690
7 F -1.6428 -0.7464 -3.9410
8 C 1.5932 -1.2467 1.2719
9 C -2.3932 2.3251 -0.1620
10 N -0.8518 -2.5114 5.8966
11 N 2.7095 -0.5766 5.9151
12 C -0.2324 -2.2706 2.4814
13 F 1.8288 -0.5848 -4.3387
14 C -0.2979 -2.2712 4.9187
15 H -2.0515 0.2020 -0.0460
16 H 0.9559 2.2645 -1.9650
17 F 0.6060 -2.3753 -4.1469
18 C -0.6502 3.5186 -1.2770
19 C 0.3557 -1.9200 1.2664
20 C 0.6836 -1.0675 -3.7892
21 F -0.5407 -0.5633 -5.7963
22 H -0.2004 4.4309 -1.6412
23 S -0.5083 -2.3380 -0.1925
24 C -0.0008 2.3144 -1.4607
25 C 0.3612 -1.9503 3.6917
26 N -0.5123 1.1548 -1.0312
27 C -0.4764 -0.3481 -4.4889
28 H -3.3351 2.2859 0.3657
29 C 1.5963 -1.2785 3.6977
30 F -0.3605 0.9842 -4.2926
31 C -1.6831 1.1615 -0.3864
32 C -1.8735 3.5246 -0.6236
33 C 2.1971 -0.9486 2.4931

Forces on atoms 1 to 3 (eV/Å):
H 0.0 0.0 0.0
S -0.7 0.3 -1.2
H 0.0 0.0 0.0


2.
ORCA calculation (ωB97M-V/def2-TZVPD) on a molecular structure, C15H7N3O9PdS2.

Summary:
strongest force on any atom: 0.42 eV/A
<S²>: 2.0065
net charge: -2
spin multiplicity: 3
LUMO (alpha / beta): 3.67 / 3.67 eV
gap between HOMO and LUMO (alpha / beta): 5.26 / 5.29 eV

Geometry (Å):
1 O 3.7380 -1.3943 0.1661
2 C 1.5234 -2.3338 0.0878
3 C 3.2818 3.4930 0.0700
4 O -2.8302 -2.1039 1.4237
5 H -3.3630 3.8640 -0.1537
6 O -3.5490 -4.2752 0.5406
7 H 1.8886 5.1402 -0.0215
8 Pd -1.2706 -1.7755 -0.0476
9 N -0.1147 1.1647 -0.1303
10 C 2.0704 -4.5971 -0.2613
11 C 2.9665 -2.3508 0.0757
12 O 1.9997 -5.8057 -0.3875
13 C -4.1142 0.4593 -0.1044
14 N -0.4230 3.3769 -0.1374
15 H 2.5204 0.1493 0.0819
16 O -3.1777 -2.3159 -0.8981
17 C 1.1180 1.7932 -0.0614
18 C 2.0234 4.0654 -0.0112
19 O -5.1120 -2.4013 0.5812
20 C -2.4301 1.8700 -0.1698
21 C -0.9862 2.1182 -0.1616
22 C 0.9479 3.1844 -0.0718
23 H 4.4592 1.6921 0.1762
24 C 2.3877 1.2264 0.0341
25 H 4.1511 4.1379 0.1231
26 S -4.9338 1.9790 -0.0916
27 C 3.4593 2.0992 0.0967
28 S -3.7234 -2.8476 0.4248
29 O 0.7679 -1.3150 0.2784
30 O -0.2498 -3.7722 -0.4942
31 C 0.9749 -3.6008 -0.2513
32 N -2.8260 0.5579 -0.1529
33 C -3.4298 2.7882 -0.1475
34 H -4.6630 -0.4802 -0.0469
35 O 4.4792 -4.2472 -0.1225
36 C 3.3513 -3.7946 -0.0986
37 H -0.9122 4.2517 -0.1372

Forces on atoms 1 to 3 (eV/Å):
O 0.2 -0.2 0.1
C -0.3 0.1 0.0
C 0.0 -0.1 0.0